No. 1
DFT (ωB97M-V/def2-TZVPD) results for a molecular structure, C41H32ClF6InN3O4P2S.

Element x y z (Å)
In1 -1.22754 1.27543 -1.02096
Cl1 -3.46674 5.99283 4.62344
S1 -0.05294 -2.17367 -1.43596
P1 -4.25874 2.78473 -1.35866
P2 0.17236 -1.14007 1.34474
F1 -3.64214 2.19263 0.04754
F2 -4.78974 3.33613 -2.76976
F3 -3.76804 1.39523 -2.09586
F4 -4.66284 4.14123 -0.60596
F5 -2.78624 3.43703 -1.69506
F6 -5.66544 2.10533 -1.02286
O1 -0.77834 3.28043 0.30094
O2 -1.42424 0.90733 1.66124
O3 -0.47904 -3.53837 -1.51096
O4 -0.54324 -1.60907 -0.02476
N1 0.90556 0.21163 0.95234
N2 -0.58494 -1.10777 -2.39676
N3 -1.36604 1.05743 -3.79466
C1 -2.78244 5.11323 3.31374
C2 -1.97784 -1.61157 4.77924
C3 1.54696 1.06283 1.80694
C4 2.56006 1.60283 3.93864
C5 -1.76914 3.10883 2.45164
C6 1.98236 2.30163 1.31864
C7 -2.32434 3.82953 3.51314
C8 -3.27084 -1.81107 4.32944
C9 -1.15954 -0.08737 -4.46346
C10 1.72006 -2.11997 -1.42946
C11 -1.09494 -1.38627 -6.53936
C12 -2.17724 2.09123 -5.77636
C13 2.67746 3.17183 2.13294
C14 -1.90694 0.96503 -6.50296
C15 -0.71654 -1.24437 -3.75196
C16 2.97586 2.82993 3.44414
C17 2.37106 -0.90277 -1.52386
C18 -0.64084 -2.47067 -5.83616
C19 -1.85624 2.09633 -4.40916
C20 1.84626 0.73903 3.13454
C21 2.40166 -3.31817 -1.55676
C22 -1.20034 -1.47647 2.50654
C23 3.25666 -4.35507 2.43844
C24 -1.52574 3.76083 1.17934
C25 -1.37704 -0.17837 -5.86646
C26 -2.50004 -1.67677 2.05464
C27 -0.94534 -1.44897 3.87054
C28 0.96826 -3.71227 2.11974
C29 3.74176 -0.89377 -1.71486
C30 -0.45744 -2.40817 -4.45056
C31 2.73926 -2.16397 1.61834
C32 1.38466 -2.45797 1.69534
C33 -1.55414 1.70253 2.58424
C34 -2.72364 5.71263 2.04164
C35 3.67516 -3.11237 1.98794
C36 -3.52594 -1.84447 2.96564
C37 -2.10724 5.06463 1.01684
C38 5.92116 -2.07297 -2.12516
C39 4.45266 -2.08547 -1.84436
C40 1.90536 -4.66117 2.48834
C41 3.76926 -3.29587 -1.75856
H1 6.38216 -1.15907 -1.76246
H2 -1.25624 -1.44727 -7.60656
H3 6.07876 -2.12937 -3.20206
H4 3.00366 4.12813 1.75304
H5 -2.42894 3.35583 4.48014
H6 4.72806 -2.87457 1.94604
H7 -1.55984 1.31413 3.62514
H8 -2.02364 5.50753 0.03824
H9 -2.71194 -1.66937 0.99564
H10 4.26166 0.04953 -1.78986
H11 -2.02284 2.97643 -3.81146
H12 1.84786 -4.24467 -1.50696
H13 6.40806 -2.93047 -1.66846
H14 0.06146 -1.29907 4.23294
H15 1.79826 0.01043 -1.44906
H16 -2.62074 2.96363 -6.23066
H17 3.04726 -1.18577 1.27814
H18 1.58726 -5.63127 2.83944
H19 3.52466 3.51123 4.07634
H20 -4.53464 -1.98387 2.60734
H21 -4.07744 -1.93517 5.03684
H22 4.30766 -4.22597 -1.87436
H23 2.79786 1.31753 4.95604
H24 -0.08774 -3.93357 2.16324
H25 -3.17644 6.68173 1.89344
H26 -0.43744 -3.40237 -6.34616
H27 -2.10334 0.92803 -7.56336
H28 -0.13934 -3.28787 -3.90826
H29 1.70736 2.56663 0.30764
H30 3.98636 -5.08137 2.76344
H31 1.53516 -0.22697 3.51024
H32 -1.76724 -1.56777 5.83744

For the total energy, the calculation gives -4377.4302 Eh. As for the LUMO energy (spin up / spin down): -0.0058 / -0.0980 hartree. As for the expectation value of S²: 0.786. Its spin multiplicity is 2.

Okay, here come the natural (NBO) numbers, in e, for every atom: In 1.083; Cl 0.028; S 2.330; P 2.605; P 2.137; F -0.598; F -0.577; F -0.595; F -0.576; F -0.602; F -0.571; O -0.624; O -0.611; O -0.899; O -1.001; N -1.079; N -0.944; N -0.487; C -0.045; C -0.234; C 0.241; C -0.186; C -0.134; C -0.257; C -0.197; C -0.181; C 0.206; C -0.396; C -0.204; C -0.253; C -0.182; C -0.130; C 0.140; C -0.259; C -0.143; C -0.192; C 0.089; C -0.306; C -0.103; C -0.423; C -0.184; C 0.406; C -0.096; C -0.163; C -0.146; C -0.115; C -0.218; C -0.256; C -0.167; C -0.492; C 0.422; C -0.194; C -0.208; C -0.205; C -0.198; C -0.635; C 0.032; C -0.234; C -0.240; H 0.223; H 0.212; H 0.231; H 0.212; H 0.227; H 0.219; H 0.127; H 0.239; H 0.236; H 0.223; H 0.220; H 0.240; H 0.221; H 0.209; H 0.250; H 0.228; H 0.239; H 0.221; H 0.212; H 0.227; H 0.219; H 0.220; H 0.209; H 0.220; H 0.233; H 0.216; H 0.216; H 0.223; H 0.223; H 0.218; H 0.188; H 0.220

No. 2
DFT (ωB97M-V/def2-TZVPD) results for 2 unconnected molecules or ions with the total composition C3H5ClNO2.

Element x y z (Å)
Cl1 2.05190 -1.18983 -1.48781
O1 2.47745 1.05746 -0.24175
O2 -1.56288 1.30964 1.03039
N1 -0.82579 -1.60305 -0.61140
C1 0.41190 0.24565 0.11936
C2 -0.32280 1.20118 0.67397
C3 1.73697 0.16320 -0.42688
H1 0.28362 2.08031 1.07917
H2 -1.82637 1.84357 1.78134
H3 -1.10021 -1.62612 0.30327
H4 -1.45308 -1.71865 -1.44456
H5 0.12928 -1.76336 -0.77510

For the total energy, the calculation gives -782.3312 Eh. As for the charge: +1. As for the LUMO energy (spin up / spin down): -0.2510 / -0.2510 hartree.

Okay, here come the natural (NBO) numbers, in e, for every atom: Cl 0.047; O -0.392; O -0.609; N -0.859; C 0.125; C 0.200; C 0.414; H 0.280; H 0.545; H 0.405; H 0.448; H 0.394

No. 3
DFT (ωB97M-V/def2-TZVPD) results for a single C5H7NO molecule.

Element x y z (Å)
O1 1.98260 0.06089 -1.09831
N1 1.44425 -1.91946 0.11024
C1 -0.17578 1.90103 -0.84055
C2 -1.06334 0.99958 -0.42408
C3 1.34446 -0.67124 -0.36738
C4 -0.04808 -0.90297 -0.05856
C5 -1.10656 -0.40807 -1.01488
H1 -2.09416 -0.87148 -0.91893
H2 -0.01936 2.83615 -0.31214
H3 -0.79662 -0.39740 -2.06294
H4 -1.64784 1.17026 0.47877
H5 -0.39310 -1.05299 0.95563
H6 0.47910 1.69021 -1.67987
H7 2.08195 -2.47640 -0.46731

For the total energy, the calculation gives -324.5940 Eh. Its SMILES is C=CC[C@H]1NC1=O. As for the LUMO energy: 0.0066 hartree.

Okay, here come the natural (NBO) numbers, in e, for every atom: O -0.624; N -0.622; C -0.317; C -0.215; C 0.566; C -0.020; C -0.482; H 0.228; H 0.205; H 0.239; H 0.207; H 0.238; H 0.226; H 0.372

No. 4
DFT (ωB97M-V/def2-TZVPD) results for a gas-phase ion, C24H47ClIN4O (charge +1).

Element x y z (Å)
I1 1.12295 -2.41666 -2.33922
Cl1 1.17558 -0.00270 1.81661
O1 -4.53235 1.01878 0.97480
N1 -1.12402 -2.09698 -0.51830
N2 0.04992 -3.13735 1.25847
N3 -2.95109 2.57629 0.06804
N4 0.74392 -0.85742 0.39228
C1 1.12002 -3.24474 2.28253
C2 1.63274 -4.78137 2.24000
C3 -2.35764 1.47941 -0.74467
C4 -3.85471 -0.55684 -3.69487
C5 3.22234 1.97594 -0.50991
C6 -0.51609 -1.14773 -1.53961
C7 -0.51483 -1.86963 3.92931
C8 -1.32783 -0.80049 -2.85571
C9 -3.50286 3.68584 -0.76794
C10 -2.84549 -1.34118 -2.75546
C11 5.82971 2.20426 0.05726
C12 -0.12370 -0.00053 -0.50881
C13 -1.36872 0.67293 0.22716
C14 4.56314 1.25116 -0.05461
C15 6.88420 1.47971 1.03052
C16 -4.08899 2.95154 2.37815
C17 -5.10003 3.73058 -0.85291
C18 -2.88951 -2.91392 -3.10376
C19 0.70207 1.25631 -1.02886
C20 0.63322 -2.96157 3.77422
C21 -0.04128 -2.06524 0.50054
C22 7.07283 -0.06984 0.73320
C23 2.24433 0.98500 -1.33295
C24 -3.89812 2.07768 1.05310
H1 2.00837 -2.60826 1.99622
H2 2.41326 1.26830 -2.42767
H3 -1.06799 1.42360 1.03216
H4 0.25434 1.76784 -1.93232
H5 0.66978 2.03091 -0.19146
H6 -5.34663 4.55615 -1.60322
H7 -1.37546 0.31868 -3.08109
H8 2.58409 -4.86743 1.62114
H9 -3.75032 -0.81342 -4.80102
H10 1.77332 -5.19282 3.28693
H11 -3.25809 -1.26096 -1.69383
H12 6.36849 2.39079 -0.91971
H13 -2.04581 -3.18444 -3.80211
H14 -2.02869 -0.08605 0.77219
H15 4.40310 0.79661 0.97986
H16 -0.03069 -0.89958 4.26599
H17 -3.19867 4.66035 -0.24905
H18 5.56076 3.22373 0.48386
H19 -1.28426 -2.12667 4.73203
H20 -3.87627 -3.12873 -3.62595
H21 7.26726 -0.21690 -0.37838
H22 2.57336 -0.09031 -1.24124
H23 -3.18048 0.77233 -1.10649
H24 6.15256 -0.69983 0.97153
H25 -0.90487 -1.26971 -3.80112
H26 6.53407 1.62102 2.10370
H27 -3.85253 0.55917 -3.52322
H28 0.83131 -5.42165 1.73545
H29 1.55842 -2.62453 4.35096
H30 4.79018 0.45750 -0.83467
H31 3.50799 2.82718 -1.20981
H32 -5.51615 2.72606 -1.17598
H33 -3.16912 3.60756 2.49050
H34 -0.97902 -3.00122 -1.00812
H35 -3.01823 3.71563 -1.79808
H36 -4.90209 -0.91773 -3.41062
H37 7.91744 1.95390 0.98144
H38 -0.64577 -3.87883 1.10159
H39 -1.10518 -1.64941 2.99271
H40 -5.05031 3.53947 2.30701
H41 2.68354 2.46212 0.36358
H42 -2.91083 -3.53342 -2.14982
H43 7.91839 -0.53846 1.33827
H44 -1.86452 1.88419 -1.67298
H45 0.24797 -3.92189 4.25622
H46 -5.53920 4.07931 0.13245
H47 -4.07653 2.20862 3.23358

For the total energy, the calculation gives -1994.4086 Eh. As for the charge: +1. Its SMILES is CCCCCCC[C@]1(CCN(CC)C(C)=O)N(Cl)C(N[C@H](C)CC)=[NH+][C@@]1(I)CC(C)C. As for the LUMO energy: -0.1291 hartree.

Okay, here come the Löwdin numbers, in e, for every atom: I 1.022; Cl 0.853; O 0.057; N 0.049; N 0.137; N -0.114; N -0.360; C -0.320; C -0.039; C -0.161; C -0.092; C -0.204; C -0.600; C -0.134; C -0.195; C -0.201; C -0.396; C -0.211; C -0.431; C -0.110; C -0.232; C -0.265; C 0.002; C -0.084; C -0.080; C -0.136; C -0.192; C -0.347; C -0.147; C -0.205; C -0.449; H 0.130; H 0.118; H 0.114; H 0.122; H 0.110; H 0.089; H 0.114; H 0.092; H 0.096; H 0.088; H 0.121; H 0.113; H 0.076; H 0.123; H 0.106; H 0.056; H 0.123; H 0.113; H 0.090; H 0.086; H 0.080; H 0.041; H 0.113; H 0.061; H 0.073; H 0.105; H 0.071; H 0.087; H 0.131; H 0.114; H 0.115; H 0.087; H 0.086; H 0.056; H 0.123; H 0.094; H 0.106; H 0.186; H 0.053; H 0.084; H 0.100; H 0.074; H 0.078; H 0.106; H 0.116; H 0.071; H 0.091